35
Properties=species:S:1:pos:R:3:mulliken_charge:R:1 method="wB97M-V/def2-TZVPD" homo_ha=-0.022 orbital_gap_ev=4.846 energy_ev=-70558.7062 total_charge=-2
Mg -0.39986 -0.08549 -0.33622 0.509
C -2.12281 0.12783 3.44743 -0.846
C -0.67298 0.07234 3.14900 0.028
N -0.08969 -0.07540 1.97793 -0.111
C 1.26635 -0.07214 2.19493 0.552
C 1.52433 0.09208 3.52897 0.025
N 0.26485 0.14770 4.12216 -0.116
C 2.73307 0.17152 4.36086 0.507
O 2.55239 -0.39749 5.61352 -0.538
O 3.76902 0.70954 4.11569 -0.515
C 2.18226 -0.37036 1.02257 0.537
O 3.36523 -0.59405 1.25461 -0.738
O 1.56409 -0.37688 -0.08557 -0.615
H -2.58418 0.91398 2.84213 0.082
H -2.28980 0.30294 4.51357 0.354
H -2.60050 -0.80029 3.13286 0.087
H 0.07285 0.42106 5.07121 0.284
H 1.80865 -1.01087 5.56388 0.353
S -1.81644 -2.29919 -0.35447 -0.519
S -3.51156 -1.58266 0.59827 -0.207
S -4.01980 0.23985 -0.21914 -0.134
S -2.69015 1.64637 0.48100 -0.540
C 0.21450 0.94068 -4.74160 -1.641
C 0.46772 0.33306 -3.35282 1.035
C 0.39852 -1.19130 -3.45611 -1.366
C -0.48798 0.86864 -2.27493 -1.304
H 0.91918 0.57354 -5.50278 0.410
H 0.29109 2.03076 -4.70158 0.378
H -0.79998 0.69155 -5.07047 0.321
H 1.49459 0.59722 -3.06609 0.112
H -0.63235 -1.50832 -3.64156 0.289
H 0.72076 -1.65784 -2.52279 0.277
H 1.03214 -1.57852 -4.26471 0.393
H -1.52207 0.76863 -2.64156 0.319
H -0.31813 1.95129 -2.16753 0.339

10
Properties=species:S:1:pos:R:3:mulliken_charge:R:1 method="wB97M-V/def2-TZVPD" homo_ha=-0.323 orbital_gap_ev=9.556 energy_ev=-26548.1138
C 0.61914 1.35677 -0.79282 -0.712
S -0.46960 -0.05920 -1.42471 -0.067
C -0.31174 -1.29304 -0.14546 -0.262
C -0.55894 -1.09590 1.10579 -0.227
Cl -1.15744 0.44715 1.81254 -0.151
H 1.16415 0.93550 0.23639 0.241
H -0.09154 2.25679 -0.46414 0.245
H 1.26890 1.67772 -1.67564 0.295
H 0.12830 -2.25128 -0.47410 0.332
H -0.59123 -1.97451 1.82215 0.305

11
Properties=species:S:1:pos:R:3:mulliken_charge:R:1 method="wB97M-V/def2-TZVPD" homo_ha=-0.333 orbital_gap_ev=9.128 energy_ev=-9239.1248
H -2.24480 1.46803 -1.06282 0.265
N -1.26144 1.48049 -1.33306 -0.690
C -0.58619 0.64043 -0.67430 0.538
C 0.86927 0.49641 -0.85925 0.047
N 1.63531 -0.15566 -0.06916 -0.524
C 1.01324 -0.85166 0.97172 -0.265
C -0.31855 -0.91922 1.07099 -0.142
O -1.14705 -0.20601 0.25876 -0.344
H 1.28648 0.99059 -1.73461 0.375
H 1.66161 -1.39694 1.64702 0.350
H -0.86800 -1.55078 1.75637 0.390

114
Properties=species:S:1:pos:R:3:mulliken_charge:R:1 method="wB97M-V/def2-TZVPD" homo_ha="-0.383 / -0.383" orbital_gap_ev="6.442 / 6.382" multiplicity=2 energy_ev=-189869.8539 s2=0.7533 total_charge=+1
Ti -1.04537 -1.09953 0.34559 0.369
Br -2.87966 -7.39848 4.15509 -0.163
C -2.53918 -5.63851 3.58777 0.055
C -3.45675 -4.63788 3.87627 -0.947
C -3.20643 -3.34526 3.45026 -0.470
C -2.04140 -3.06313 2.75427 -0.344
C -1.14706 -4.06829 2.43772 0.196
C -1.38945 -5.36374 2.86450 -1.208
N -1.73718 -1.72773 2.28951 1.312
C -2.14905 -0.73110 2.96374 -0.040
C -1.78031 0.64295 2.53138 -0.482
C -2.00774 1.74433 3.31355 -1.105
C -1.38815 2.94773 2.94722 -1.017
C -0.58778 2.98079 1.82786 -0.986
C -0.48360 1.83621 1.03644 -0.089
N -1.09286 0.70563 1.37486 2.912
H -4.37023 -4.87132 4.40310 0.448
H -3.95986 -2.58663 3.61508 0.539
H -0.25969 -3.85379 1.85374 0.452
H -0.69418 -6.15478 2.62266 0.483
H -2.65363 -0.86608 3.91781 0.849
H -2.60281 1.65926 4.21186 0.591
H -1.52297 3.83212 3.55498 0.576
H -0.06211 3.87602 1.52980 0.610
H 0.08151 1.82053 0.10822 -0.571
C -1.19778 0.52323 -4.19575 -1.106
C -0.51591 1.84464 -4.58567 -0.454
C 0.98951 1.92110 -4.36635 -1.696
Sb 1.52333 1.46374 -2.33999 1.120
C 3.27824 2.63952 -2.14630 0.776
C 4.38574 2.16003 -1.44706 -0.413
C 5.47736 2.98152 -1.19859 -0.747
C 5.47251 4.29690 -1.64128 -0.595
C 4.37457 4.78735 -2.33260 -0.636
C 3.28227 3.96485 -2.57851 -0.793
C 2.43774 -0.41117 -2.79016 0.999
C 3.72356 -0.49660 -3.32499 -0.927
C 4.26592 -1.72780 -3.66685 -0.682
C 3.53069 -2.89201 -3.48472 -0.751
C 2.24396 -2.81970 -2.97301 -0.727
C 1.70408 -1.58553 -2.63128 -0.524
Sb -2.10941 0.27327 -2.24150 0.390
C -2.77071 2.29019 -1.90617 0.542
C -3.10164 2.76506 -0.64210 0.132
C -3.71603 4.00205 -0.46976 -0.743
C -4.02403 4.78022 -1.57164 -0.672
C -3.74150 4.30197 -2.84616 -0.991
C -3.13434 3.06829 -3.00898 -0.781
C -4.05072 -0.19823 -2.98330 0.500
C -4.19455 -0.98341 -4.12204 -0.323
C -5.45555 -1.25134 -4.63647 -0.853
C -6.58235 -0.74624 -4.00522 -0.527
C -6.44383 0.01931 -2.85622 -0.733
C -5.18284 0.29236 -2.34426 -0.431
H -0.53833 -0.33130 -4.36666 0.493
H -2.07654 0.38272 -4.82370 0.785
H -0.98561 2.69187 -4.08456 0.152
H -0.71511 1.98609 -5.65209 0.492
H 1.34270 2.92461 -4.60536 0.743
H 1.53193 1.21816 -5.00040 0.468
H 4.41534 1.12967 -1.10920 0.395
H 6.33449 2.59312 -0.66412 0.430
H 6.32357 4.93661 -1.45035 0.407
H 4.36922 5.81059 -2.68445 0.431
H 2.43373 4.37290 -3.11591 0.298
H 4.30962 0.40012 -3.48820 0.468
H 5.26402 -1.77783 -4.08242 0.437
H 3.95882 -3.85051 -3.74552 0.422
H 1.65926 -3.71920 -2.83148 0.508
H 0.69308 -1.55269 -2.23950 0.168
H -2.94027 2.14921 0.23429 0.280
H -3.96613 4.34680 0.52556 0.457
H -4.50505 5.74068 -1.44524 0.406
H -4.01249 4.88519 -3.71600 0.441
H -2.97011 2.70476 -4.01565 0.442
H -3.33035 -1.41440 -4.61479 0.459
H -5.55554 -1.86048 -5.52484 0.414
H -7.56623 -0.95556 -4.40263 0.399
H -7.31944 0.41290 -2.35724 0.418
H -5.09761 0.89607 -1.44867 0.402
O 0.74017 -3.12470 -0.18260 -0.520
C 1.29440 -2.11981 0.18836 0.051
O 0.72797 -0.90680 -0.07876 1.059
C 2.43810 -2.05612 1.14631 -1.654
P 1.67550 -1.49112 2.75546 0.870
C 2.03193 0.31154 2.77580 -0.130
C 1.73658 0.98996 3.96108 -0.709
C 1.95248 2.35421 4.07194 -0.789
C 2.45914 3.07144 2.99375 -0.818
C 2.73272 2.41603 1.80359 -0.186
C 2.51393 1.04610 1.69555 1.011
C 2.85299 -2.13491 3.98283 0.452
C 2.39685 -3.12759 4.84421 -0.530
C 3.25028 -3.68585 5.78855 -0.588
C 4.56219 -3.24958 5.87152 -0.552
C 5.02419 -2.25486 5.01486 -0.599
C 4.17501 -1.69741 4.07471 -0.503
H 3.21467 -1.36859 0.81732 0.563
H 2.83806 -3.05876 1.28586 0.811
H 1.35842 0.44148 4.81742 0.477
H 1.73561 2.85792 5.00470 0.458
H 2.63893 4.13425 3.08461 0.455
H 3.12722 2.96016 0.95420 0.340
H 2.70464 0.57224 0.74284 -0.544
H 1.36955 -3.46765 4.77740 0.413
H 2.88810 -4.45628 6.45544 0.429
H 5.22841 -3.68116 6.60609 0.390
H 6.04855 -1.91456 5.08610 0.420
H 4.53698 -0.91238 3.42100 0.358
F -3.41967 -1.16166 0.23851 -0.411
B -3.46011 -2.53628 -0.28210 0.046
F -1.97436 -2.79345 -0.26997 -0.174
F -3.87318 -2.61362 -1.55833 -0.190
F -4.07559 -3.36513 0.58454 -0.245

12
Properties=species:S:1:pos:R:3:mulliken_charge:R:1 method="wB97M-V/def2-TZVPD" homo_ha=-0.572 orbital_gap_ev=9.828 energy_ev=-8781.0918 total_charge=+1
C 0.36818 1.28056 0.09680 -1.293
C -0.70729 0.32219 -0.35855 0.411
O -1.35927 0.93617 -1.49169 -0.468
C -0.04174 -1.04375 -0.28032 0.129
N 0.47588 -1.90465 0.34736 0.298
O 0.88079 -3.10292 0.55006 -0.302
H 1.02727 0.75116 0.77563 0.422
H -0.07060 2.16678 0.59268 0.341
H 0.73855 1.54839 -0.85351 0.395
H -1.36087 0.29104 0.44283 0.244
H -1.52365 1.87328 -1.16145 0.370
H 1.57275 -3.11825 1.34015 0.452

Sequential energy relative to the best compared isomer or geometry (same formula, charge and spin) output: 3.36 19.79 31.43 10.22 112.76 kcal per mole